Computed, not measured: an isolated ion of composition C7H14NO2S and charge -1 in a non-equilibrium geometry, with ωB97M-V with the def2-TZVPD basis set.

Each line ends with the Mulliken charge.
Cartesian coordinates (Å):
C: 3.8307 1.1335 0.9527  -0.546
S: 2.8699 1.3063 -0.6564  -0.142
O: 2.4206 -0.2607 -0.7927  -0.403
N: 1.3680 -1.1620 -0.0244  0.124
O: 1.5615 -1.1991 1.2845  -0.733
C: 0.0953 -0.6441 -0.4654  0.311
C: -0.9857 -1.6524 -0.1461  -1.049
C: -2.3592 -1.1849 -0.5806  -0.590
C: -2.6774 0.1498 0.0309  -0.598
C: -1.5944 1.1917 -0.3432  -0.814
C: -0.2454 0.7588 0.1690  -0.421
H: 4.1619 2.1617 1.4321  0.264
H: 4.7243 0.4688 0.6997  0.191
H: 3.1287 0.5703 1.4737  0.156
H: 0.1040 -0.4309 -1.5729  0.350
H: -1.0236 -1.5418 0.8913  0.331
H: -0.7367 -2.7117 -0.5507  0.266
H: -3.1436 -1.9264 -0.2530  0.277
H: -2.4169 -1.1863 -1.6536  0.387
H: -3.5616 0.4657 -0.5169  0.319
H: -2.6075 0.0724 1.1478  0.309
H: -1.4838 1.2790 -1.4172  0.361
H: -1.7969 2.2552 -0.1104  0.315
H: 0.6342 1.4634 -0.1968  0.094
H: -0.2664 0.6237 1.1983  0.241

- E_HOMO: -2.446 eV
- Charge: -1
- Spin multiplicity: 1
- Structure (SMILES): CSON([O-])C1CCCCC1
- Orbital gap: 0.21799 Eh

Computed, not measured: one molecule with the formula C5H8N2O2Se in a non-equilibrium geometry, with ωB97M-V with the def2-TZVPD basis set.

Each line ends with the Mulliken charge.
Cartesian coordinates (Å):
C: 1.0625 -0.1869 2.5617  -0.768
Se: 1.7848 1.1911 1.2842  -0.024
C: -0.0485 1.6291 0.2471  -0.873
N: -0.4047 0.6607 -0.6972  0.092
C: 0.4509 0.0598 -1.6692  -0.211
C: -0.2203 -1.1901 -2.1307  0.242
O: 0.0699 -1.9944 -2.9693  -0.555
N: -1.3733 -1.2667 -1.2495  -0.042
C: -1.3501 -0.2925 -0.3308  0.423
O: -2.0918 -0.2050 0.6037  -0.594
H: 0.9796 -1.0492 2.0247  0.259
H: 1.8233 -0.2512 3.4770  0.280
H: 0.1612 0.2564 2.9104  0.265
H: -0.9157 1.7342 1.0602  0.349
H: 0.1242 2.5298 -0.1794  0.438
H: 1.3766 -0.4155 -1.2241  0.232
H: 0.6560 0.7261 -2.5476  0.322
H: -2.0847 -1.9357 -1.1709  0.163

- E_HOMO: -8.717 eV
- Charge: 0
- Spin multiplicity: 1
- Structure (SMILES): C[Se]CN1CC(=O)NC1=O
- Orbital gap: 0.34265 Eh

Computed, not measured: an isolated ion of composition C17H25N2O2 and charge +1 in a non-equilibrium geometry, with ωB97M-V with the def2-TZVPD basis set.

Each line ends with the Mulliken charge.
Cartesian coordinates (Å):
C: 5.3905 -3.5222 -1.3647  -0.812
O: 4.9101 -2.1589 -1.3549  -0.418
C: 3.6073 -1.8784 -1.0684  0.628
C: 3.2950 -0.5058 -0.9171  -0.808
C: 2.0239 -0.1014 -0.5436  -0.305
C: 0.9991 -1.0514 -0.3960  -0.960
C: -0.4605 -0.5507 -0.2010  1.788
O: -1.3012 -1.6493 0.1175  -0.466
C: -2.6884 -1.4556 -0.1958  -0.881
C: -0.6419 0.4719 0.8118  -0.673
N: -1.3936 1.5990 0.8115  0.768
C: -2.0540 2.3288 -0.3187  1.336
C: -1.3318 2.0971 -1.6305  -1.756
C: -2.0080 3.8111 0.0192  -1.900
C: -3.5268 1.9470 -0.4335  -1.332
C: -1.5421 2.0367 2.1185  -0.165
C: -0.8190 1.2194 2.9007  -1.149
N: -0.2933 0.2369 2.0970  0.338
C: 0.4175 -0.9007 2.6636  -0.654
C: 1.2760 -2.4115 -0.6060  -0.541
C: 2.5576 -2.8245 -0.9844  -0.553
H: 6.4767 -3.3983 -1.3976  0.257
H: 5.0978 -4.0748 -0.4554  0.349
H: 5.0459 -4.0499 -2.2692  0.320
H: 4.0919 0.2091 -1.0983  0.422
H: 1.8045 0.9551 -0.3518  0.340
H: -0.7241 -0.1103 -1.1757  0.429
H: -3.1353 -2.4534 -0.3011  0.419
H: -3.1888 -0.8973 0.6139  0.281
H: -2.8322 -0.8994 -1.1428  0.308
H: -1.5881 1.1308 -2.0732  0.433
H: -1.7068 2.8571 -2.3262  0.550
H: -0.2498 2.2331 -1.5265  0.374
H: -2.7006 4.0784 0.8293  0.451
H: -0.9938 4.1320 0.2858  0.441
H: -2.3184 4.3776 -0.8676  0.453
H: -4.1043 2.2709 0.4436  0.322
H: -3.9357 2.4562 -1.3185  0.394
H: -3.6745 0.8717 -0.5702  0.225
H: -2.1249 2.9031 2.3955  0.487
H: -0.6833 1.2449 3.9680  0.504
H: 1.2400 -1.2070 2.0167  0.300
H: 0.8167 -0.5853 3.6356  0.343
H: -0.2628 -1.7443 2.8385  0.266
H: 0.4880 -3.1615 -0.4703  0.433
H: 2.7453 -3.8762 -1.2081  0.412

- E_HOMO: -11.079 eV
- Charge: +1
- Spin multiplicity: 1
- Structure (SMILES): COc1ccc([C@@H](OC)c2n(C(C)(C)C)cc[n+]2C)cc1
- Orbital gap: 0.31781 Eh

Computed, not measured: C14H18FeN3O3 as an isolated structure in a non-equilibrium geometry, with ωB97M-V with the def2-TZVPD basis set.

Each line ends with the Mulliken charge.
Cartesian coordinates (Å):
O: -3.5724 0.9415 -2.3195  -0.400
C: -4.1996 0.2652 -1.5634  0.332
Fe: -5.1505 -1.0824 -0.9142  0.115
C: -6.6055 -0.7734 -1.8458  0.402
O: -7.6137 -0.8798 -2.4961  -0.375
C: -4.5541 -2.3392 -2.0176  0.254
O: -4.1588 -3.0690 -2.8144  -0.311
C: -0.1405 -0.7477 0.5332  -0.246
C: -1.0558 0.3422 0.8851  0.053
C: -2.4185 -0.2424 1.1122  -0.684
C: -2.6510 -1.6010 1.0818  -0.731
C: -1.7839 -2.5525 0.4501  -0.638
C: -0.5076 -2.0491 0.1098  -0.956
H: 1.1407 -0.8875 0.5980  0.555
H: -0.4801 0.8928 1.6992  0.176
H: -1.0440 1.0735 0.0159  0.182
H: -3.1270 0.5538 1.3724  0.464
H: -3.5626 -1.9181 1.5753  0.713
H: -2.0941 -3.6089 0.3928  0.449
H: 0.2189 -2.6291 -0.5843  0.316
C: 2.6472 -0.5754 2.2662  -0.805
N: 2.7735 0.5395 1.3074  0.006
C: 4.0018 1.3792 1.2400  -0.658
C: 3.8163 2.1755 -0.0246  -0.645
N: 2.5740 1.6686 -0.5862  0.065
C: 2.1895 2.1779 -1.8990  -0.966
C: 2.0852 0.7136 0.1807  0.573
N: 0.9230 -0.0201 -0.2210  -0.243
H: 1.5978 -0.8483 2.4835  0.389
H: 3.1661 -1.4879 1.9246  0.337
H: 3.1537 -0.2334 3.1869  0.329
H: 3.9758 1.9909 2.1540  0.365
H: 4.8927 0.7133 1.2513  0.339
H: 3.6833 3.2345 0.2367  0.388
H: 4.6737 2.0868 -0.7228  0.377
H: 1.1315 2.0863 -2.1271  0.378
H: 2.4526 3.2529 -1.9324  0.330
H: 2.7620 1.7009 -2.7114  0.343
H: 0.8607 -0.2435 -1.2774  0.427

- E_HOMO (alpha / beta): -8.290 / -10.894 eV
- Charge: +1
- Spin multiplicity: 5
- Expectation value of S²: 6.08
- Orbital gap (alpha / beta): 0.20149 / 0.23702 Eh